This record from OMol25 describes a 5-piece molecular cluster, C18H24BClF12O13 overall. The level of theory is ωB97M-V with the def2-TZVPD basis set.

For the molar mass, the calculation gives 722.62 g mol⁻¹. The calculation puts the strongest force on any atom at 0.74 eV/A. For the HOMO-LUMO gap, the calculation gives 10.4497 eV. Its highest occupied orbital energy is -10.47 eV. As for the SMILES: CCOC(=O)C(F)(F)F.CCOC(=O)C(F)(F)F.CCOC(=O)C(F)(F)F.CCOC(=O)C(F)(F)F.O=C(OCl)OCB(O)O.

Last column: Mulliken charge in e.
Cartesian coordinates (Å):
O1 2.33 0.67 -0.42  -0.45
C1 2.42 1.34 -1.41  0.72
O2 3.35 2.35 -1.59  -0.25
Cl1 3.40 3.38 -0.26  0.00
O3 1.74 1.22 -2.54  -0.37
C2 0.42 0.65 -2.38  -0.48
B1 -0.57 1.48 -1.45  0.67
O4 -1.56 0.78 -0.77  -0.58
O5 -0.44 2.84 -1.26  -0.51
H1 0.01 0.61 -3.40  0.34
H2 0.48 -0.38 -2.04  0.30
H3 -2.27 0.46 -1.35  0.31
H4 -0.66 3.38 -2.03  0.31
C3 -6.41 -2.52 -1.31  -1.04
C4 -5.26 -2.50 -0.34  -0.22
O6 -4.03 -2.92 -0.98  -0.31
C5 -3.39 -2.01 -1.67  0.34
O7 -3.70 -0.86 -1.83  -0.66
C6 -2.07 -2.59 -2.23  1.02
F1 -2.23 -3.80 -2.76  -0.26
F2 -1.17 -2.66 -1.25  -0.25
F3 -1.61 -1.77 -3.18  -0.25
H5 -6.51 -3.51 -1.76  0.29
H6 -7.34 -2.28 -0.80  0.30
H7 -6.27 -1.80 -2.11  0.38
H8 -5.41 -3.22 0.47  0.32
H9 -5.12 -1.52 0.10  0.33
C7 7.20 1.99 -1.58  -0.72
C8 8.57 2.44 -2.04  -0.31
O8 8.81 3.82 -1.68  -0.34
C9 9.18 4.03 -0.42  0.39
O9 9.33 3.21 0.43  -0.52
C10 9.41 5.54 -0.19  0.88
F4 8.44 6.27 -0.73  -0.25
F5 10.57 5.91 -0.74  -0.26
F6 9.46 5.80 1.12  -0.24
H10 6.43 2.65 -1.98  0.27
H11 7.00 0.98 -1.94  0.40
H12 7.13 1.99 -0.50  0.04
H13 8.65 2.43 -3.13  0.33
H14 9.36 1.82 -1.63  0.33
C11 -12.43 -1.94 0.33  -1.10
C12 -12.24 -3.23 -0.43  -0.23
O10 -10.91 -3.76 -0.25  -0.32
C13 -10.71 -4.45 0.86  0.33
O11 -11.50 -4.69 1.72  -0.51
C14 -9.26 -4.98 0.88  0.91
F7 -8.39 -4.03 0.52  -0.24
F8 -9.14 -6.01 0.03  -0.26
F9 -8.94 -5.40 2.10  -0.24
H15 -11.66 -1.21 0.05  0.30
H16 -13.41 -1.51 0.12  0.38
H17 -12.35 -2.11 1.41  0.31
H18 -12.33 -3.06 -1.50  0.32
H19 -12.97 -3.98 -0.14  0.33
C15 7.77 2.61 3.07  -0.82
C16 7.73 1.27 3.78  -0.32
O12 6.40 0.98 4.26  -0.32
C17 5.56 0.49 3.36  0.37
O13 5.79 0.25 2.21  -0.51
C18 4.19 0.20 4.02  0.90
F10 3.81 1.21 4.80  -0.26
F11 4.29 -0.91 4.78  -0.27
F12 3.26 0.00 3.10  -0.21
H20 7.41 3.40 3.73  0.32
H21 8.79 2.84 2.78  0.37
H22 7.15 2.60 2.18  0.12
H23 8.36 1.27 4.66  0.33
H24 8.05 0.47 3.12  0.31